(1)
ORCA calculation (ωB97M-V with the def2-TZVPD basis set) on C23H27NO4 as an isolated structure at a distorted geometry.

```
55
Properties=species:S:1:pos:R:3:forces:R:3:mulliken_charge:R:1
O -0.786446 -0.412014 0.252510 -1.155 -3.262 -0.204 -0.5415
O -2.578265 2.619118 0.614461 -0.136 -3.400 1.634 -0.7028
O 4.160799 -3.375071 0.345754 -4.169 -5.470 1.042 -0.4683
O 0.583035 -2.486214 -0.387932 0.336 7.607 1.646 -0.2975
N -3.111492 0.407569 0.059891 -4.981 0.608 0.571 0.0484
C 0.063815 1.562962 0.830071 1.260 5.025 4.623 0.2273
C 0.056321 -3.433691 0.344042 -4.116 -4.258 0.399 -0.3674
C 3.374576 -1.648868 -1.079596 2.046 -1.301 0.670 -0.7258
C 2.976294 -0.845257 0.117057 -1.026 -3.236 5.207 -0.6028
C 3.990806 4.087648 -0.729887 2.608 -0.279 4.000 -0.1392
C 0.430877 -1.204960 0.517175 0.056 2.319 -6.021 -0.6213
C 4.288397 3.589639 0.672256 3.372 1.448 -5.379 -0.6654
C 1.989634 2.863156 -0.938978 5.452 -1.984 13.822 -0.7971
C 1.548081 -0.314038 0.224038 4.108 5.686 -6.607 0.0302
C -4.566183 0.295197 -0.093458 0.711 9.805 0.969 0.2503
C -5.285504 -0.672214 -0.681995 3.075 0.777 1.673 -0.3553
C -1.026446 0.886904 0.706095 3.425 -3.117 -0.416 0.1353
C 2.868669 3.631304 -1.380499 5.830 6.769 -3.695 -0.8783
C 3.681297 2.469989 1.134715 -6.980 5.942 -12.553 -1.1985
C -5.254260 1.801609 0.162301 -8.945 -15.473 -3.131 -0.9152
C -7.299730 0.502266 -0.375770 -6.395 2.682 -0.002 -0.2348
C 1.504595 1.149684 1.013602 -3.248 -0.489 -7.861 -0.0437
C -6.612458 -0.502649 -0.781650 -1.460 -8.909 -2.560 -0.2468
C 4.618408 -2.665053 -0.652317 0.691 4.036 -4.107 -0.5096
C -1.568652 -3.362551 0.375640 3.390 -5.225 -0.135 -1.3500
C -6.741778 1.624556 0.125728 5.681 7.226 0.692 -0.3418
C 2.314172 2.305170 0.423318 2.913 -1.876 -0.946 0.1498
C -2.372582 1.363967 0.689903 -1.103 3.615 -3.966 -0.3107
H 2.727315 4.143466 -2.292739 -0.213 0.044 -1.538 0.3660
H 3.729791 -1.016762 -1.912060 -0.715 -0.277 0.093 0.3796
H -0.115726 2.629275 1.224714 0.166 -1.449 -0.952 0.1478
H -4.741141 2.516611 0.381269 5.607 8.259 2.618 0.9110
H 0.566826 -1.265586 1.506298 -0.453 -2.185 4.170 0.8171
H 3.303911 -3.908949 -0.068065 3.142 1.826 1.971 0.3447
H 3.737438 2.144181 1.961017 1.321 -4.974 11.047 0.9072
H -4.668638 -1.508849 -0.756306 0.018 -2.139 -1.036 0.4753
H 1.333408 2.466113 -1.381483 -9.758 -4.925 -6.198 1.1380
H -7.168544 2.766515 0.275328 0.004 -3.532 -0.283 0.1791
H 4.952173 -3.302064 -1.670818 -0.436 1.697 2.657 0.2429
H -2.786533 -0.485168 0.079231 2.105 -2.774 0.114 0.1692
H 2.509290 -2.293527 -1.216566 0.229 -0.017 -1.225 0.1852
H 0.316691 -4.309958 -0.261053 -0.086 -0.723 0.879 0.4571
H -7.160047 -1.619913 -1.113654 1.146 3.703 0.672 0.1058
H 2.922415 -1.584392 1.187091 0.566 1.098 -2.884 0.1683
H 5.437174 -1.976681 -0.174215 -0.904 -1.361 -1.457 0.3267
H -1.824321 -3.238339 -0.613267 -0.781 0.110 -2.430 0.4089
H 1.597454 0.171867 -1.061464 -1.410 -1.484 3.393 0.0330
H -1.964004 -4.397381 0.717751 0.361 2.123 -0.072 0.3716
H -1.811176 -2.514699 0.838848 -1.493 2.871 2.594 0.2811
H 3.788368 -0.265137 0.489380 0.214 1.513 -0.132 0.7386
H 5.363550 3.886873 0.842693 -1.357 -0.249 1.052 0.2541
H 0.394548 -3.448504 1.362586 0.555 -0.471 0.570 0.3761
H -8.437325 0.500158 -0.580771 1.909 -0.045 0.654 0.2488
H 1.886999 0.931731 1.873388 1.359 -0.865 5.940 1.1702
H 4.864114 4.740972 -1.143612 -2.336 -1.039 0.419 0.2692
```
Positions in Å, forces in eV/Å.

Output
- E_HOMO: -8.443 eV
- Kohn-Sham gap: 8.428 eV
- Spin multiplicity: 1

(2)
ORCA calculation (ωB97M-V with the def2-TZVPD basis set) on a 4-piece molecular cluster, C4H16O3S overall at a distorted geometry.

```
24
Properties=species:S:1:pos:R:3:forces:R:3:mulliken_charge:R:1
S 1.740378 -0.294098 -2.407627 -0.324 -0.112 0.110 -0.1189
O -2.978330 -4.320215 -0.133343 -0.455 0.131 0.185 -1.0711
O -5.482478 3.033815 -2.673842 0.275 -0.296 0.443 -0.9175
O 3.316893 -3.483923 2.288156 -0.615 -0.138 0.695 -0.7803
C -0.030521 2.175069 1.243141 0.160 0.126 1.056 -1.5210
C 1.503471 0.240880 0.393218 -0.043 0.836 -1.530 -0.7370
C 1.268882 1.368210 1.401276 0.025 -0.237 -0.122 -0.4882
C 1.132983 0.701094 -1.039002 -0.266 1.466 0.700 -1.5641
H -5.610165 2.372376 -3.354256 -0.127 -0.092 -0.380 0.3835
H -0.966688 1.659562 1.048315 0.169 -0.477 -0.212 0.4989
H 2.917194 -3.112633 1.501263 0.084 0.095 -0.332 0.3909
H 2.574038 0.026086 0.346532 -0.121 -0.529 0.378 0.5092
H 2.057267 2.127024 1.321135 0.171 -0.257 -0.165 0.2867
H 0.049457 0.870650 -1.085405 -0.018 -0.671 -0.299 0.3338
H 1.416631 0.938336 2.398229 -0.439 0.143 0.053 0.4352
H -2.285567 -3.904837 -0.646966 0.337 0.404 -0.250 0.4885
H 0.524638 -0.840098 -2.684405 0.055 -0.178 -0.081 0.3361
H -0.186247 2.673431 2.203500 -0.107 0.267 -0.045 0.4152
H -2.711533 -5.234509 -0.091233 0.118 -0.473 0.055 0.3904
H 1.456306 1.743536 -1.182820 0.499 -0.294 -0.030 0.3847
H 0.104573 2.954450 0.501487 -0.120 0.033 -0.247 0.3294
H 0.877134 -0.637518 0.556521 0.337 -0.144 0.470 0.2599
H 4.246540 -3.600108 2.134702 0.493 0.050 -0.393 0.3306
H -4.934862 2.543412 -2.038574 -0.090 0.345 -0.058 0.4250
```
Positions in Å, forces in eV/Å.

Output
- E_HOMO (alpha / beta): 0.665 / -5.678 eV
- Kohn-Sham gap (alpha / beta): 2.317 / 8.713 eV
- Expectation value of S²: 0.751
- Charge: -1
- Spin multiplicity: 2

(3)
ORCA calculation (ωB97M-V with the def2-TZVPD basis set) on C54H70BGeN7O2Re as an isolated structure.

```
136
Properties=species:S:1:pos:R:3:forces:R:3:mulliken_charge:R:1
Re -0.726343 0.064013 0.603452 -0.554 -0.172 -0.001 2.0218
Ge 0.770749 2.788381 -1.270096 -0.029 -0.023 0.012 1.5390
O 1.702608 -0.718867 -0.527011 0.318 0.122 -0.124 0.9962
O 3.488661 -1.146936 0.730741 0.202 -0.135 -0.108 -0.2994
N -0.864137 -1.664701 -1.056933 0.170 -0.063 0.117 0.1338
N 0.401421 -1.341519 2.080159 0.151 0.027 -0.070 0.7566
N -0.677153 -2.893323 -0.480757 -0.125 0.090 -0.081 0.3121
N 0.101903 -2.664447 1.944396 -0.024 0.039 -0.035 0.6980
N 4.237739 -3.261794 -0.583525 -0.045 0.164 0.009 -0.7089
N -2.375947 -2.554283 1.338218 0.024 0.085 -0.019 -0.1190
N -2.699752 -1.285836 0.954304 0.031 -0.177 -0.098 0.4304
C -1.388526 3.651345 -2.956068 0.018 -0.009 -0.046 -0.4836
C 5.144568 -2.859498 -1.673588 -0.037 -0.023 0.066 -0.5564
C 1.056244 6.829184 1.242202 -0.005 -0.013 0.017 -0.7756
C -3.997706 -1.124433 1.198880 -0.026 0.066 0.067 -0.6276
C 1.719462 -2.544757 3.422134 0.008 0.027 0.007 -1.3330
C -1.472811 1.037785 2.337904 0.102 0.047 0.124 0.8735
C -2.166699 2.956865 3.692340 -0.012 -0.013 0.020 -0.8581
C 2.051361 0.012425 3.498755 0.003 -0.037 0.028 3.2029
C 0.936438 5.690576 -0.874504 0.027 0.005 -0.030 -1.1133
C -1.383764 4.055542 -5.325494 -0.015 0.003 0.005 -0.6406
C -2.554285 2.126886 4.734687 0.018 0.040 -0.008 -1.1164
C -2.060669 4.016525 -4.113508 0.024 0.008 -0.011 -0.6478
C 3.477906 2.393886 -0.374237 0.051 0.016 -0.055 -0.0389
C -1.639189 2.418288 2.524910 0.010 -0.003 -0.049 0.3954
C 1.399150 -1.254636 2.973787 -0.076 0.007 0.043 -0.9614
C -2.177198 0.203368 -3.036912 -0.070 0.006 -0.043 -0.9151
C -1.469962 -1.424352 -4.762130 0.027 -0.024 -0.014 -2.5024
C -0.690709 -3.221248 -2.655340 -0.023 -0.002 -0.009 -0.9973
C 2.915599 -2.742961 -0.974965 0.079 0.001 0.073 1.1253
C -0.566631 -3.839440 -1.434590 -0.008 -0.030 0.048 0.4520
C 2.647610 -1.416758 -0.255981 -0.273 -0.227 -0.038 -1.5190
C 0.992277 5.605973 1.895831 -0.012 0.021 -0.029 -0.9789
C 0.251584 -0.056119 -3.604963 0.011 0.064 -0.002 -1.5381
C 2.610959 2.133654 -1.437267 0.085 -0.005 0.018 0.2492
C 0.634608 3.386401 -4.198788 0.095 0.052 -0.004 -0.4866
C -1.877958 0.229395 3.415255 -0.066 0.019 -0.004 -0.1472
C -4.107276 1.096694 -0.021062 0.000 0.013 -0.051 -1.2629
C -4.832348 0.097978 0.870643 -0.025 -0.034 0.022 2.9728
C 0.903184 4.432388 1.159173 0.020 0.005 0.015 0.0055
C -2.407083 0.755436 4.586556 -0.018 -0.044 -0.027 -0.5832
C -5.256730 0.794666 2.169636 -0.001 0.009 0.030 -1.7696
C -3.456359 -3.176520 1.850206 0.017 -0.019 0.013 0.5022
C 3.527695 -0.260768 3.824634 0.050 0.008 -0.028 -1.9734
C -1.080199 -0.784009 -3.425107 0.077 -0.031 0.019 2.8833
C -6.087800 -0.383510 0.125368 -0.010 -0.003 -0.003 -1.9575
C -0.891521 -1.859977 -2.375990 -0.029 0.084 -0.052 -1.0158
C 4.806654 1.994168 -0.408518 -0.016 -0.001 -0.014 -0.7720
C 0.883497 -3.405165 2.747536 -0.007 -0.019 0.052 0.5325
C -4.510741 -2.296827 1.783305 -0.004 0.008 -0.002 -1.3133
C -0.353649 -5.289169 -1.146279 0.002 -0.014 -0.020 -1.6256
C 0.808153 -4.893094 2.855715 0.011 -0.013 0.003 -1.4010
C 4.461561 1.073225 -2.594210 -0.018 0.008 0.039 -0.7021
C -3.428771 -4.576260 2.367162 -0.014 -0.009 0.019 -1.3909
C -0.552069 1.692416 -0.339161 0.180 0.040 0.094 0.4527
C 1.998128 1.169877 2.506453 0.054 0.002 -0.064 -0.4097
C -0.032716 3.312273 -2.978544 -0.105 0.082 -0.068 0.3940
C -0.031766 3.748919 -5.363827 0.010 0.004 0.012 -0.5761
C 4.321003 -2.994982 -2.951547 -0.015 0.003 -0.024 -0.9246
C 2.905421 -2.585483 -2.512198 -0.022 -0.007 -0.021 0.8565
C 1.026492 6.869381 -0.144563 -0.005 -0.007 -0.003 -0.7787
C 3.129041 1.463177 -2.545664 -0.056 -0.033 -0.074 0.6683
C 5.305706 1.338415 -1.523759 0.001 -0.043 -0.005 -0.8260
C 0.879212 4.452562 -0.235606 -0.002 0.048 0.077 0.0765
C 1.348854 0.421061 4.804084 0.008 0.022 -0.017 -1.7656
B -1.008140 -3.169210 1.004376 0.066 -0.059 0.051 -1.8089
H -3.113358 4.267918 -4.069777 0.007 0.001 -0.002 0.4301
H 2.494508 1.228360 -3.392777 0.020 0.046 0.050 -0.0681
H -6.704896 -1.033924 0.747064 0.014 0.006 -0.003 0.3456
H 4.108919 -0.424316 2.917488 -0.031 -0.019 0.026 0.1615
H 1.050418 -5.385932 1.912659 -0.002 0.021 -0.001 0.1707
H 4.333832 -4.033384 -3.290493 -0.005 -0.002 0.000 0.2999
H 3.660797 -1.117005 4.485739 -0.018 0.023 0.029 0.3812
H 2.134221 -3.204288 -2.967761 0.014 0.012 0.016 0.1813
H -1.706331 -0.634670 -5.478072 0.016 -0.010 0.004 0.4865
H -1.210098 -5.734414 -0.639457 -0.003 0.009 -0.009 0.2455
H 0.834517 3.488239 1.685236 0.039 0.035 -0.026 0.6295
H 0.903810 5.741274 -1.957859 0.002 -0.009 0.008 0.3989
H -2.704247 0.086923 5.386832 0.005 0.004 -0.012 0.4295
H 4.841979 0.570403 -3.476170 0.002 -0.003 0.000 0.4462
H -4.795283 1.905890 -0.281375 0.012 -0.003 0.008 0.7242
H 4.124472 -1.903886 0.720248 -0.013 0.068 0.050 0.4221
H -1.969478 0.670070 -2.078379 0.018 -0.001 -0.012 -0.5523
H 0.558207 0.411916 -2.669037 -0.033 -0.062 -0.010 -0.3142
H -0.659941 -3.696783 -3.620675 -0.004 0.005 0.017 0.5797
H 0.519439 -5.450477 -0.510614 -0.013 0.006 0.004 0.1714
H 1.695638 3.168126 -4.255636 -0.027 -0.022 0.036 0.3389
H 1.122755 7.747881 1.812078 0.000 -0.008 -0.010 0.3704
H 0.509844 3.795421 -6.300859 -0.007 -0.002 0.004 0.4248
H -4.407557 -4.831947 2.769640 0.006 0.005 -0.003 0.4753
H -1.775223 -0.847848 3.348526 -0.007 -0.003 0.004 -0.3356
H -0.186599 -5.228507 3.149276 0.005 0.012 0.007 0.1481
H -5.818266 -0.934038 -0.778699 0.002 0.015 0.008 0.3727
H -2.242922 0.993827 -3.789729 -0.005 -0.051 0.012 0.4591
H -0.656025 -2.018740 -5.183781 -0.011 -0.006 0.027 0.3780
H 0.285796 0.591181 4.643659 0.016 0.014 0.003 0.1412
H 6.348116 1.045686 -1.564025 -0.005 -0.012 0.003 0.3930
H 1.012727 1.626390 2.489892 -0.077 -0.027 -0.003 -0.8420
H 0.166856 0.709794 -4.379312 -0.012 -0.001 0.039 0.7612
H -2.270455 4.032180 3.784075 -0.003 -0.010 -0.003 0.4477
H 1.035135 -0.759452 -3.894963 -0.031 -0.016 -0.039 0.3846
H 1.468365 -0.349317 5.569945 -0.013 0.002 -0.013 0.4488
H 5.422268 -1.814956 -1.513053 0.016 0.045 -0.004 0.0133
H -3.252231 1.536709 0.486830 -0.005 -0.009 0.020 -0.2233
H -3.767760 0.630785 -0.945637 -0.005 0.004 0.041 -0.2019
H -1.939507 3.630353 -2.021576 0.015 -0.031 -0.003 0.2198
H -1.905384 4.334353 -6.232641 0.003 -0.002 0.007 0.3748
H 5.451950 2.205978 0.435340 0.005 -0.006 -0.010 0.4454
H 1.520031 -5.229064 3.608165 -0.005 -0.005 -0.008 0.4495
H -5.523176 -2.484735 2.099609 0.019 0.000 -0.004 0.5797
H 2.461028 -2.822508 4.150842 -0.006 -0.002 -0.028 0.5200
H -2.348071 -2.064893 -4.658667 -0.008 0.023 0.001 0.4540
H 2.677331 -1.552872 -2.768574 0.054 0.042 -0.007 -0.9157
H 4.210896 -4.269757 -0.506398 -0.008 -0.017 0.014 0.3627
H -3.145799 -0.301497 -2.979938 0.020 -0.006 0.006 0.5860
H 2.125324 -3.408068 -0.618466 -0.003 -0.015 -0.032 -0.0678
H -6.694825 0.477465 -0.164061 0.008 -0.012 0.011 0.4903
H -4.395097 1.218842 2.685605 0.013 -0.006 -0.001 0.1920
H -2.692188 -4.693620 3.163564 -0.001 0.009 -0.008 0.1950
H 2.719909 1.933696 2.813071 -0.055 0.017 0.012 0.8933
H -0.195711 -5.821246 -2.083514 0.000 0.006 0.003 0.4982
H -5.750955 0.096404 2.848732 -0.002 0.008 -0.013 0.3491
H 3.936952 0.613118 4.336847 0.000 -0.009 -0.021 0.4939
H 4.701685 -2.376194 -3.764095 -0.001 0.000 0.001 0.3553
H -1.343912 3.107639 1.742656 -0.043 -0.035 0.026 0.1622
H 6.054243 -3.457517 -1.651683 -0.008 -0.006 -0.018 0.5406
H 2.255758 0.849228 1.495257 -0.023 0.027 0.107 -0.3211
H 1.004036 5.564758 2.978720 0.003 -0.006 -0.014 0.4781
H 1.790766 1.348821 5.177505 0.005 -0.025 0.009 0.4943
H 1.068930 7.821518 -0.659509 -0.001 -0.012 -0.001 0.4476
H -1.398937 2.383874 -0.208342 -0.022 0.017 0.005 0.8446
H -1.073598 -4.350674 1.158854 -0.014 0.010 -0.024 -0.2114
H -3.183392 -5.291929 1.581331 -0.005 0.011 -0.002 0.1952
H -2.964069 2.542229 5.647252 0.001 -0.003 -0.009 0.3496
H 3.121352 2.925040 0.499613 -0.026 0.028 -0.017 0.2126
H -5.956363 1.603923 1.943347 0.018 -0.011 -0.003 0.4998
```
Positions in Å, forces in eV/Å.

Output
- E_HOMO (alpha / beta): -6.849 / -8.081 eV
- Kohn-Sham gap (alpha / beta): 7.152 / 8.378 eV
- Expectation value of S²: 3.843
- Spin multiplicity: 4

(4)
ORCA calculation (ωB97M-V with the def2-TZVPD basis set) on F4N2O8RbS4 as an isolated structure at a distorted geometry.

```
19
Properties=species:S:1:pos:R:3:forces:R:3:mulliken_charge:R:1
Rb 1.450543 -1.375046 0.696031 -0.358 0.154 -0.276 0.9113
S -2.696223 -3.039143 -0.017837 -1.714 -1.108 0.076 1.1259
S 3.457098 1.751535 0.588821 2.164 -1.599 1.520 1.0897
S 1.449093 2.188355 -0.812338 -3.246 0.254 0.718 1.1792
S -2.444444 -0.512927 -0.072960 -2.022 0.353 1.444 1.1288
F -3.865724 -4.003551 0.487238 0.340 0.274 0.504 -0.2775
F 3.830357 0.614286 1.702347 -0.515 0.178 0.292 -0.3199
F -2.252073 0.519676 1.108173 0.201 -0.177 0.163 -0.2595
F -0.014339 2.583702 -0.351135 0.011 -0.099 0.181 -0.2534
O 3.982510 2.942148 1.142610 -0.185 0.517 0.234 -0.5906
O 2.023219 3.443848 -1.124333 0.951 0.255 -0.092 -0.5990
O 4.125439 1.173126 -0.534840 -0.345 0.213 -0.722 -0.5528
O -3.409604 0.120228 -0.893941 0.335 0.275 -0.665 -0.5854
O -1.503592 -3.671514 0.446953 0.572 -0.024 0.269 -0.5940
O -2.960146 -3.014667 -1.418557 0.478 0.237 -0.386 -0.5782
O -1.121240 -0.789917 -0.521671 0.820 0.050 -0.300 -0.5058
O 1.183176 1.244757 -1.838427 0.697 -0.684 -0.050 -0.5507
N 1.888105 1.546154 0.646785 0.478 0.814 -1.984 -0.3446
N -3.122156 -1.721049 0.767082 1.337 0.117 -0.925 -0.4237
```
Positions in Å, forces in eV/Å.

Output
- E_HOMO: -7.010 eV
- Kohn-Sham gap: 8.573 eV
- Charge: -1
- Spin multiplicity: 1